(1)
DFT (ωB97M-V/def2-TZVPD) results for the molecule C15H18F3NO5.

XYZ file:
```
42
Properties=species:S:1:pos:R:3:mulliken_charge:R:1
C 5.1371 2.7112 -1.1703 -1.081
C 4.7006 2.3193 0.2344 -0.361
O 3.7042 1.2997 0.2107 -0.332
C 4.1559 0.0372 0.0774 0.552
O 5.3244 -0.2633 0.0291 -0.629
N 3.1451 -0.8813 0.0516 0.310
C 3.5446 -2.2818 0.1193 -0.931
C 4.0045 -2.6959 1.5136 -1.085
C 1.7826 -0.5489 -0.0221 0.657
C 1.3319 0.4422 -0.8911 -0.357
C -0.0127 0.7384 -0.9795 -0.894
C -0.9399 0.0426 -0.2148 0.139
C -2.4155 0.3744 -0.3457 1.360
O -2.5987 1.4229 -1.2495 -0.669
C -3.0609 0.6767 1.0292 0.200
O -2.8148 0.0976 2.0474 -0.540
O -3.9611 1.6471 0.9059 -0.328
C -4.6612 2.0119 2.0922 -0.701
C -3.1766 -0.8605 -0.8990 0.725
F -2.6553 -1.2971 -2.0465 -0.288
F -3.2172 -1.9019 -0.0654 -0.264
F -4.4582 -0.5332 -1.1585 -0.291
C -0.5024 -0.9610 0.6395 -0.780
C 0.8458 -1.2494 0.7341 -0.897
H 5.6058 1.8616 -1.6609 0.299
H 4.2798 3.0331 -1.7569 0.273
H 5.8546 3.5249 -1.1152 0.394
H 4.2277 3.1583 0.7490 0.322
H 5.5617 1.9645 0.8101 0.335
H 4.3751 -2.4173 -0.5799 0.441
H 2.6990 -2.8860 -0.2124 0.471
H 3.2254 -2.5298 2.2535 0.305
H 4.2688 -3.7500 1.5128 0.365
H 4.8804 -2.1179 1.7947 0.322
H 2.0359 0.9787 -1.5052 0.429
H -0.3564 1.5034 -1.6560 0.518
H -3.5100 1.7425 -1.2003 0.384
H -5.4522 2.6876 1.7787 0.253
H -3.9825 2.5086 2.7871 0.301
H -5.0748 1.1234 2.5715 0.316
H -1.2015 -1.5107 1.2472 0.438
H 1.1651 -2.0258 1.4100 0.320
```

Summary:
SMILES	CCOC(=O)N(CC)c1ccc([C@](O)(C(=O)OC)C(F)(F)F)cc1
E_HOMO	-8.57	eV
ΔE to the lowest compared entry with this formula, charge and spin	0.0866	eV
net charge	0
multiplicity	1
LUMO	0.64	eV
molar mass	349.30	u



(2)
DFT (ωB97M-V/def2-TZVPD) results for the molecule C20H24N4O3S in a non-equilibrium geometry.

XYZ file:
```
52
Properties=species:S:1:pos:R:3:mulliken_charge:R:1
C 6.9581 -0.3613 -0.9718 -1.388
C 5.7973 0.4310 -0.4216 1.090
O 5.8914 1.6179 -0.1938 -0.609
C 4.5341 -0.3042 -0.1728 0.170
C 4.3728 -1.6700 -0.4024 -0.585
C 3.1680 -2.2962 -0.1525 -0.899
C 2.0881 -1.5628 0.3342 0.942
N 0.8432 -2.1287 0.6066 -0.136
C 0.4035 -3.3930 0.3479 0.687
O 1.0752 -4.2813 -0.1187 -0.627
C -1.0746 -3.5773 0.6818 -1.274
C -1.9427 -3.0706 -0.4724 0.421
S -1.8985 -1.2585 -0.6517 -0.053
C -3.6856 -1.1278 -0.5425 0.406
N -4.3924 -0.0939 -0.6370 -0.793
N -3.9686 1.1004 -1.0050 -0.232
C -3.5173 2.0120 -0.2503 0.622
C -3.1221 3.2919 -0.9152 -1.015
C -1.6485 3.2276 -1.3440 -0.484
C -0.6650 3.3691 -0.1861 -0.998
C -0.8457 2.3319 0.9223 0.340
C -2.0939 2.5699 1.7774 -1.023
C -3.3331 1.8594 1.2336 -0.350
N -4.2197 -2.3815 -0.3329 -0.046
C -3.4036 -3.4641 -0.2645 -0.161
O -3.7732 -4.5907 -0.0555 -0.621
C 2.2413 -0.1955 0.5705 -0.280
C 3.4452 0.4201 0.3193 -1.028
H 7.8083 0.3013 -1.1119 0.348
H 7.2312 -1.1546 -0.2796 0.372
H 6.6882 -0.8077 -1.9263 0.372
H 5.1899 -2.2636 -0.7801 0.347
H 3.0544 -3.3513 -0.3359 0.519
H 0.1586 -1.4684 0.9532 0.143
H -1.3380 -3.0595 1.6065 0.321
H -1.2722 -4.6449 0.7990 0.449
H -1.5895 -3.5140 -1.4093 0.440
H -3.7374 3.4202 -1.8061 0.407
H -3.2810 4.1384 -0.2474 0.349
H -1.4794 2.2776 -1.8549 0.306
H -1.4576 4.0298 -2.0594 0.355
H 0.3465 3.2775 -0.5887 0.361
H -0.7548 4.3686 0.2470 0.336
H -0.8907 1.3339 0.4784 -0.310
H 0.0341 2.3777 1.5690 0.428
H -2.2769 3.6428 1.8539 0.354
H -1.9190 2.2026 2.7913 0.451
H -3.2792 0.7924 1.4684 0.235
H -4.2276 2.2521 1.7284 0.294
H -5.2215 -2.4799 -0.2418 0.287
H 1.4066 0.3778 0.9468 0.294
H 3.5729 1.4774 0.4965 0.464
```

Summary:
SMILES	CC(=O)c1ccc(NC(=O)C[C@@H]2S/C(=N\N=C3CCCCCC3)NC2=O)cc1
E_HOMO	-8.78	eV
ΔE to the lowest compared entry with this formula, charge and spin	1.5362	eV
net charge	0
multiplicity	1
LUMO	0.18	eV
molar mass	400.50	u